No. 1
DFT (ωB97M-V/def2-TZVPD) results for a molecular structure, C37H49N7O5S2Ti.

Results
multiplicity: 2
maximum force: 4.11 eV/Å
expectation value of S²: 0.75
total charge: +1
HOMO (alpha / beta): -9.441 / -9.685 eV

Geometry (Å):
Ti (-0.2164, -0.3536, -0.1017)
C (0.5086, 0.2405, -4.5078)
C (0.2534, 1.5754, -3.7871)
N (-0.9517, 1.5044, -2.9619)
C (-2.1817, 1.2464, -3.6821)
C (-2.8651, -0.1452, -3.4828)
S (-2.2956, -1.2579, -2.1679)
C (-1.4531, -2.5772, -3.0846)
C (-0.3777, -2.0778, -4.0657)
N (0.2181, -0.8538, -3.6201)
H (-0.1643, 0.1595, -5.3650)
H (1.5278, 0.2392, -4.9122)
H (1.0858, 1.7949, -3.1136)
H (0.2035, 2.3748, -4.5383)
H (-1.0205, 2.3353, -2.3936)
H (-2.0079, 1.3527, -4.7574)
H (-2.9210, 2.0074, -3.4256)
H (-3.9223, 0.0065, -3.2643)
H (-2.8171, -0.7224, -4.4060)
H (-1.0307, -3.2108, -2.3044)
H (-2.2129, -3.1528, -3.6121)
H (0.3334, -2.8963, -4.2337)
H (-0.8559, -1.8834, -5.0275)
H (0.8717, -0.9562, -2.8663)
N (3.0215, 1.1882, -0.8989)
C (2.6049, 1.5522, 0.4566)
C (3.5316, 2.5447, 1.1603)
C (4.7751, 1.8675, 1.7411)
C (4.6987, 1.7785, 3.2618)
N (3.5883, 0.9619, 3.7644)
C (3.6306, -0.2792, 4.2094)
N (4.7811, -0.9601, 4.3126)
N (2.4882, -0.8595, 4.5776)
C (1.1570, 2.0396, 0.4482)
O (0.7830, 2.9440, 1.1556)
O (0.3469, 1.3915, -0.3916)
H (3.9441, 0.7666, -0.8914)
H (3.0761, 2.0197, -1.4776)
H (2.5734, 0.6191, 1.0282)
H (2.9850, 3.0709, 1.9449)
H (3.8138, 3.3072, 0.4319)
H (5.6766, 2.4350, 1.5037)
H (4.9127, 0.8679, 1.3102)
H (4.5514, 2.7736, 3.6795)
H (5.6434, 1.4218, 3.6662)
H (2.6460, 1.3546, 3.7131)
H (5.6632, -0.5283, 4.1194)
H (4.7893, -1.8753, 4.7244)
H (1.6404, -0.3242, 4.4886)
H (2.4728, -1.7803, 4.9749)
O (0.7816, 0.3561, 3.7868)
C (0.1560, 0.3772, 2.7279)
O (0.4111, -0.3980, 1.7339)
H (-0.6510, 1.1025, 2.6007)
O (-2.0323, 0.2556, 0.6308)
S (-2.8526, 1.1999, -0.2658)
C (-4.5285, 0.6167, -0.0741)
C (-5.5415, 1.2889, -0.7450)
C (-6.8359, 0.8051, -0.6543)
C (-7.1007, -0.3400, 0.0892)
C (-6.0737, -1.0028, 0.7453)
C (-4.7702, -0.5306, 0.6602)
C (-2.9667, 2.7224, 0.6339)
C (-2.9314, 2.7321, 2.0182)
C (-3.0164, 3.9489, 2.6724)
C (-3.1433, 5.1276, 1.9450)
C (-3.1808, 5.0997, 0.5578)
C (-3.0791, 3.8870, -0.1101)
H (-5.3307, 2.1857, -1.3183)
H (-7.6389, 1.3219, -1.1638)
H (-8.1131, -0.7179, 0.1517)
H (-6.2835, -1.8943, 1.3220)
H (-3.9533, -1.0387, 1.1556)
H (-2.8479, 1.8048, 2.5711)
H (-2.9844, 3.9793, 3.7535)
H (-3.2049, 6.0753, 2.4648)
H (-3.2724, 6.0191, -0.0054)
H (-3.0736, 3.8531, -1.1950)
C (-1.2059, -5.1858, 1.3522)
C (0.1017, -5.3468, 0.9147)
C (0.7930, -4.3030, 0.3145)
C (0.1891, -3.0537, 0.1386)
C (-1.1395, -2.9123, 0.5700)
C (-1.8214, -3.9576, 1.1684)
N (0.8191, -1.9594, -0.5051)
C (2.2476, -2.0004, -0.5654)
C (2.9329, -1.9330, -1.7720)
C (4.3221, -1.9640, -1.8107)
C (5.0557, -2.0682, -0.6381)
C (4.3780, -2.1548, 0.5740)
C (2.9929, -2.1261, 0.6085)
H (-1.7415, -6.0063, 1.8126)
H (0.5942, -6.3053, 1.0321)
H (1.8045, -4.4627, -0.0344)
H (-1.6729, -1.9775, 0.4250)
H (-2.8477, -3.8130, 1.4842)
H (2.3856, -1.8815, -2.7023)
H (4.8291, -1.9169, -2.7668)
H (6.1379, -2.1025, -0.6685)
H (4.9377, -2.2602, 1.4980)
H (2.4622, -2.1926, 1.5499)


No. 2
DFT (ωB97M-V/def2-TZVPD) results for a molecular structure, C39H34BCl3N9O3STa.

Results
maximum force: 17.80 eV/Å
HOMO: -6.447 eV

Geometry (Å):
Ta (0.4334, 0.1746, 1.0926)
C (1.6749, 1.1103, 5.2484)
C (1.2692, 0.0720, 4.4045)
N (1.0887, 0.5340, 3.1672)
N (1.3826, 1.9044, 3.2245)
C (1.7080, 2.2601, 4.4575)
B (1.0183, 2.4548, 1.8561)
N (0.7373, 2.5665, -0.2909)
C (2.5229, 3.3021, 0.4837)
C (2.5189, 4.4197, -0.3488)
C (1.1705, 4.3542, -1.2233)
N (0.1253, 3.3324, -1.1609)
N (-0.3067, 3.1668, 1.9914)
C (-1.0452, 4.2506, 2.1778)
C (-2.3725, 3.8522, 2.2643)
C (-2.3636, 2.4618, 2.1176)
N (-1.1222, 2.0135, 1.9318)
H (1.9078, 1.0517, 6.2965)
H (1.1049, -0.9746, 4.6005)
H (1.9661, 3.2798, 4.6883)
H (3.2147, 3.6739, 1.4753)
H (2.3111, 1.7332, 1.3289)
H (3.1978, 5.2504, -0.3337)
H (0.9238, 5.1448, -1.9212)
H (-0.5818, 5.2215, 2.2403)
H (-3.2324, 4.4850, 2.3933)
H (-3.1845, 1.7683, 2.1208)
Cl (6.5753, 1.1296, 2.2953)
C (5.2839, 0.4316, 1.4078)
C (3.9864, 0.6125, 1.6476)
C (2.3200, 1.0735, -0.0848)
Cl (1.6427, 2.1348, 0.5546)
C (3.2008, -0.0129, 0.4884)
O (2.0765, -0.9079, 0.7489)
C (4.3112, -0.6733, -0.3057)
Cl (3.9331, -1.7417, -1.5861)
C (5.5017, -0.4307, 0.2392)
H (3.5661, 1.3081, 2.3479)
H (6.4669, -0.7855, -0.0859)
C (-5.7215, -3.6703, -3.1062)
C (-4.7676, -2.6166, -2.6133)
C (-5.0038, -1.2657, -2.8408)
C (-4.1533, -0.2981, -2.3220)
C (-3.0541, -0.6981, -1.5857)
C (-2.7859, -2.0411, -1.3579)
C (-3.6404, -2.9919, -1.8810)
S (-2.1539, 0.4888, -0.6085)
O (-2.4491, 0.0401, 0.7310)
O (-2.5649, 1.8167, -0.9636)
N (-0.4875, 0.3385, -0.8459)
C (-0.0093, 0.5047, -2.1677)
C (-0.8796, 0.5957, -3.2437)
C (-0.4727, 0.6115, -4.5794)
C (0.8373, 0.6268, -4.9243)
C (1.8039, 0.7509, -3.9103)
C (3.1362, 1.0649, -4.2464)
C (4.0235, 1.4608, -3.2920)
C (3.6161, 1.4092, -1.9712)
N (2.4329, 0.9288, -1.6121)
C (1.4220, 0.6812, -2.5352)
H (-6.5429, -3.2333, -3.6711)
H (-6.1349, -4.2166, -2.2572)
H (-5.2049, -4.3922, -3.7399)
H (-5.8714, -0.9590, -3.4118)
H (-4.3423, 0.7580, -2.4678)
H (-1.9398, -2.3076, -0.7415)
H (-3.4475, -4.0413, -1.6920)
H (-1.9305, 0.6736, -3.0453)
H (-1.2357, 0.6318, -5.3466)
H (1.1559, 0.6357, -5.9579)
H (3.4113, 1.0655, -5.2936)
H (5.0157, 1.8137, -3.5300)
H (4.2461, 1.7610, -1.1674)
C (0.5514, -3.3931, -0.3330)
C (-0.4759, -3.6643, 0.7333)
C (-1.0120, -4.9363, 0.8842)
C (-1.9387, -5.2135, 1.8778)
C (-2.3326, -4.2029, 2.7413)
C (-1.8300, -2.9174, 2.6113)
C (-2.2584, -1.7973, 3.5204)
C (-0.8923, -2.6292, 1.5998)
N (-0.3928, -1.3593, 1.4489)
H (0.5773, -4.1974, -1.0677)
H (1.5328, -3.3025, 0.1326)
H (0.3480, -2.4399, -0.8235)
H (-0.6899, -5.7250, 0.2136)
H (-2.3472, -6.2110, 1.9772)
H (-3.0423, -4.4167, 3.5322)
H (-3.0545, -2.1161, 4.1908)
H (-2.5790, -0.9571, 2.9053)
H (-1.4032, -1.4491, 4.1041)


No. 3
DFT (ωB97M-V/def2-TZVPD) results for a gas-phase ion, C4H6NOS2 (charge +1).

Results
maximum force: 4.45 eV/Å
total charge: +1
HOMO: -12.542 eV

Geometry (Å):
C (0.9391, 0.2629, -0.9969)
C (-2.4527, 0.4635, 0.4444)
C (0.8125, -1.1505, 0.7770)
C (-1.1057, 0.2351, 0.0747)
N (0.1013, -0.1972, 0.0302)
O (-1.7433, 1.1610, -0.5529)
S (2.4456, -0.7708, -0.4660)
S (3.5412, 0.5885, 0.3285)
H (1.1417, 1.3976, -1.0646)
H (0.5621, 0.1069, -1.9341)
H (-3.2948, -0.0546, -0.0242)
H (-2.7405, 1.2052, 1.1953)
H (1.0669, -1.0520, 1.8556)
H (0.7265, -2.1955, 0.3331)


No. 4
DFT (ωB97M-V/def2-TZVPD) results for 2 unconnected molecules or ions with the total composition C3H9O3.

Results
multiplicity: 2
maximum force: 1.53 eV/Å
expectation value of S²: 0.75
HOMO (alpha / beta): -10.614 / -10.580 eV

Geometry (Å):
C (-0.7617, 0.5709, -0.3462)
O (-1.4409, 0.1520, 0.7910)
C (0.6880, 1.0693, -0.0632)
C (1.5675, -0.0047, 0.5964)
O (2.8439, -0.1871, 0.0169)
H (-1.2638, 1.3803, -0.8951)
H (-0.7965, -0.3722, -0.9115)
H (1.0593, 1.4250, -1.0341)
H (0.4518, 1.9013, 0.6110)
H (0.9554, -0.9178, 0.5499)
H (1.7799, 0.2851, 1.6238)
H (2.8229, -0.1779, -0.9453)
H (-2.6516, -2.5106, -0.0042)
H (-2.3470, -0.9963, 0.2779)
O (-2.9074, -1.6172, -0.2672)


No. 5
DFT (ωB97M-V/def2-TZVPD) results for a molecular structure, C33H38BrF6N4O3PbS3Sb.

Results
multiplicity: 2
maximum force: 0.57 eV/Å
expectation value of S²: 0.79
total charge: -1
HOMO (alpha / beta): -6.055 / -6.308 eV

Geometry (Å):
Pb (-0.4804, -0.4415, -0.0707)
N (-2.6660, -0.2227, -1.4662)
C (-3.7430, 0.5095, -0.8166)
C (-3.2224, 1.8779, -0.3969)
N (-2.0301, 1.7495, 0.4313)
H (-2.4413, 0.1818, -2.3711)
H (-2.8693, -1.2064, -1.6143)
H (-4.0738, -0.0650, 0.0541)
H (-4.6159, 0.6594, -1.4610)
H (-4.0336, 2.4429, 0.0794)
H (-2.9366, 2.4230, -1.3008)
H (-2.2468, 1.3256, 1.3257)
H (-1.6062, 2.6471, 0.6338)
Br (3.2369, -1.0253, 1.2199)
C (2.0568, -2.4732, 1.5908)
C (2.3400, -3.3312, 2.6384)
C (1.4678, -4.3921, 2.8287)
C (0.3793, -4.5460, 1.9859)
C (0.1768, -3.6026, 0.9916)
N (1.0177, -2.5846, 0.8013)
C (-1.0588, -3.6637, 0.0974)
O (-1.6688, -4.7209, 0.0419)
O (-1.3747, -2.5595, -0.4715)
H (3.1957, -3.1641, 3.2748)
H (1.6396, -5.0906, 3.6380)
H (-0.3325, -5.3523, 2.0843)
F (-0.8626, 0.4287, -3.7523)
Sb (-1.6185, -0.1332, -5.4224)
F (-0.4102, 1.0093, -6.3226)
F (-0.3486, -1.5304, -5.5104)
F (-2.4015, -0.6687, -7.0516)
F (-2.7925, -1.2456, -4.4361)
F (-2.8644, 1.2848, -5.2522)
C (4.4103, 4.4151, -3.1462)
C (3.1358, 3.7124, -2.7573)
C (1.9739, 4.4333, -2.5028)
C (0.7865, 3.7970, -2.1386)
C (-0.4618, 4.5991, -1.8881)
C (0.7838, 2.4235, -2.0055)
C (1.9375, 1.6501, -2.2684)
C (3.1101, 2.3306, -2.6577)
N (1.8105, 0.3047, -2.0847)
C (2.6329, -0.6579, -2.8140)
C (2.7085, -0.3148, -4.3085)
C (4.0408, -0.7851, -2.1820)
C (1.9111, -1.9988, -2.6582)
H (4.2314, 5.4707, -3.3498)
H (4.8469, 3.9671, -4.0401)
H (5.1540, 4.3483, -2.3494)
H (1.9877, 5.5139, -2.6039)
H (-0.5504, 5.4205, -2.5999)
H (-0.4563, 5.0322, -0.8843)
H (-1.3501, 3.9765, -1.9831)
H (-0.1340, 1.9044, -1.7658)
H (4.0111, 1.7762, -2.8763)
H (3.2914, 0.5836, -4.5035)
H (1.7071, -0.1743, -4.7151)
H (3.1745, -1.1471, -4.8394)
H (4.3814, 0.1335, -1.7070)
H (4.7642, -1.0658, -2.9499)
H (4.0406, -1.5575, -1.4129)
H (0.9274, -1.9674, -3.1294)
H (1.7937, -2.2356, -1.5981)
H (2.4895, -2.7981, -3.1281)
O (-0.8031, -0.5934, 2.1966)
C (-1.2238, -0.6868, 3.5044)
C (-2.2822, -1.7849, 3.6844)
C (-2.8713, -2.4733, 2.6698)
C (-3.8582, -3.3996, 3.1084)
C (-4.0118, -3.3896, 4.4582)
S (-2.9647, -2.2569, 5.2013)
C (-1.8715, 0.6370, 3.9561)
C (-1.2744, 1.8134, 4.3008)
C (-2.1904, 2.8934, 4.4369)
C (-3.4767, 2.5183, 4.1959)
S (-3.5803, 0.8513, 3.8284)
C (0.0358, -0.9510, 4.3490)
C (1.2156, -0.2832, 4.1893)
C (2.2653, -0.7750, 5.0073)
C (1.8701, -1.8297, 5.7722)
S (0.2316, -2.2244, 5.4924)
H (-2.6126, -2.3076, 1.6373)
H (-4.4085, -4.0449, 2.4392)
H (-4.6741, -3.9916, 5.0597)
H (-0.2097, 1.9102, 4.4505)
H (-1.9016, 3.8985, 4.7112)
H (-4.3665, 3.1249, 4.2485)
H (1.3390, 0.4968, 3.4522)
H (3.2678, -0.3699, 5.0141)
H (2.4536, -2.3922, 6.4836)


No. 6
DFT (ωB97M-V/def2-TZVPD) results for 3 unconnected molecules or ions with the total composition CH3IO3.

Results
maximum force: 3.03 eV/Å
HOMO: -9.713 eV

Geometry (Å):
C (1.8195, -1.2106, -0.2491)
O (-3.2038, 0.7744, -0.1945)
O (0.7630, -0.9270, -0.0907)
O (-2.1392, 0.6022, 0.7793)
I (3.8026, 0.9610, -0.1751)
H (-1.8837, -0.3040, 0.7083)
H (4.7275, -0.1957, -1.0641)
H (-3.8858, 0.2996, 0.2859)


Record order is preserved below.
Relative energy (zero: lowest compared OMol25 entry of this formula, charge and spin): 56.11; 809.36; 83.29; 13.93; 15.61; 102.48 kcal per mole